ORCA calculation (wB97M-V/def2-TZVPD) on a cluster of 8 separate species, C23H38Cl4N4O3 in total at a distorted geometry.

Results
* E_LUMO: -0.11 eV
* gap between HOMO and LUMO: 7.907 eV
* energy above the lowest of the compared OMol25 structures with the same formula, charge and spin: 211.26 kJ/mol
* E_tot: -86655.33434 eV
* SMILES: ClC(Cl)(Cl)Cl.c1cc[nH]c1.c1cc[nH]c1.c1cc[nH]c1.c1cc[nH]c1.CCO.CCO.CCO

Geometry (Å):
N: 6.824 -3.325 -1.145
C: 7.391 -4.418 -1.790
C: 7.500 -3.995 -3.086
C: 6.855 -2.723 -3.249
C: 6.427 -2.371 -2.031
H: 6.643 -3.286 -0.152
H: 7.757 -5.254 -1.212
H: 7.956 -4.475 -3.938
H: 6.687 -2.083 -4.102
H: 5.930 -1.486 -1.663
N: 1.999 -5.998 -3.663
C: 1.128 -5.587 -2.755
C: -0.071 -6.170 -3.064
C: 0.147 -7.094 -4.080
C: 1.465 -6.950 -4.486
H: 2.955 -5.671 -3.656
H: 1.501 -4.968 -1.953
H: -0.974 -6.029 -2.489
H: -0.585 -7.792 -4.458
H: 2.005 -7.466 -5.266
N: -7.154 -2.868 2.688
C: -8.395 -3.444 2.360
C: -8.299 -4.777 2.338
C: -6.947 -5.095 2.689
C: -6.269 -3.843 2.862
H: -7.007 -1.885 2.864
H: -9.278 -2.833 2.245
H: -9.135 -5.436 2.155
H: -6.505 -6.070 2.833
H: -5.278 -3.531 3.156
N: 1.279 10.179 2.082
C: 2.260 11.158 2.056
C: 2.694 11.291 0.720
C: 1.907 10.370 -0.058
C: 1.052 9.764 0.807
H: 0.746 9.762 2.831
H: 2.497 11.772 2.912
H: 3.433 11.985 0.346
H: 1.945 10.238 -1.129
H: 0.296 9.003 0.677
C: -1.184 0.910 0.976
Cl: -1.663 0.418 2.617
Cl: -0.996 2.679 0.689
Cl: 0.282 0.044 0.479
Cl: -2.455 0.355 -0.154
C: -7.907 4.902 2.457
C: -6.737 3.995 2.873
O: -7.378 2.911 3.529
H: -8.715 4.294 2.051
H: -7.710 5.572 1.620
H: -8.277 5.521 3.275
H: -6.166 4.512 3.644
H: -6.105 3.827 2.001
H: -8.036 3.217 4.156
C: 5.154 -0.013 4.470
C: 6.417 -0.592 5.037
O: 6.529 -1.883 4.454
H: 5.252 0.207 3.407
H: 5.015 0.953 4.956
H: 4.302 -0.641 4.730
H: 6.333 -0.897 6.080
H: 7.267 0.088 4.978
H: 7.057 -2.452 5.020
C: 0.154 -0.084 -5.558
C: -1.018 -0.782 -6.175
O: -0.558 -2.112 -6.318
H: 0.407 -0.745 -4.729
H: -0.028 0.934 -5.214
H: 0.925 -0.038 -6.326
H: -1.117 -0.392 -7.188
H: -1.929 -0.770 -5.576
H: -0.495 -2.538 -5.461

These are the Mulliken partial charges, in e, on atoms 1 to 4: N -0.01; C -0.61; C -0.40; C -0.39

ORCA calculation (wB97M-V/def2-TZVPD) on a cluster of 3 separate species, C23H38F6NO8 in total at a distorted geometry.

Results
* E_LUMO (spin up / spin down): 0.32 / 0.31 eV
* gap between HOMO and LUMO (spin up / spin down): 8.784 / 9.959 eV
* E_tot: -58641.04783 eV
* spin multiplicity: 2

Geometry (Å):
C: -0.960 4.691 -3.103
C: -0.937 3.410 -2.298
O: -2.232 2.836 -2.345
C: -2.270 1.465 -2.012
C: -2.268 1.258 -0.490
C: -1.893 -0.142 0.031
C: -2.931 -1.180 -0.518
C: -2.474 -2.012 -1.692
O: -1.979 -3.130 -1.528
O: -2.644 -1.489 -2.952
C: -2.075 -0.145 1.562
C: -0.940 0.473 2.399
C: -1.167 0.012 3.849
C: -1.002 2.013 2.441
N: 0.394 -0.016 1.962
O: 0.766 -1.091 2.549
C: 0.676 0.010 0.503
C: 1.076 1.401 0.006
C: 1.912 -0.879 0.266
C: -0.469 -0.589 -0.325
H: -1.752 5.326 -2.723
H: -1.147 4.453 -4.147
H: 0.004 5.185 -3.039
H: -0.191 2.712 -2.684
H: -0.684 3.659 -1.263
H: -3.221 1.105 -2.390
H: -1.469 0.916 -2.505
H: -3.298 1.421 -0.173
H: -1.692 2.047 -0.020
H: -3.879 -0.692 -0.740
H: -3.126 -1.908 0.261
H: -1.784 -1.356 -3.358
H: -2.965 0.449 1.772
H: -2.292 -1.140 1.942
H: -2.008 0.588 4.233
H: -0.299 0.213 4.464
H: -1.457 -1.030 3.893
H: -2.024 2.366 2.355
H: -0.360 2.499 1.717
H: -0.649 2.337 3.418
H: 1.893 1.810 0.592
H: 1.433 1.289 -1.013
H: 0.250 2.100 -0.032
H: 1.661 -1.932 0.310
H: 2.314 -0.670 -0.722
H: 2.692 -0.657 0.987
H: -0.269 -0.310 -1.359
H: -0.390 -1.669 -0.243
C: 6.846 3.218 -0.945
C: 6.263 3.022 -2.326
O: 4.835 3.226 -2.320
C: 4.428 4.481 -2.404
O: 5.108 5.456 -2.486
C: 2.891 4.518 -2.424
F: 2.374 3.693 -1.512
F: 2.439 4.139 -3.624
F: 2.444 5.740 -2.182
H: 6.348 2.568 -0.225
H: 7.910 2.984 -0.951
H: 6.721 4.247 -0.609
H: 6.403 1.997 -2.663
H: 6.725 3.683 -3.057
C: -0.943 -5.162 0.651
C: -2.135 -5.100 1.575
O: -2.520 -6.412 2.034
C: -1.847 -6.886 3.068
O: -0.967 -6.347 3.664
C: -2.404 -8.269 3.450
F: -2.610 -9.027 2.374
F: -3.570 -8.127 4.087
F: -1.566 -8.903 4.254
H: -1.142 -5.833 -0.185
H: -0.729 -4.175 0.258
H: -0.060 -5.531 1.174
H: -3.006 -4.716 1.046
H: -1.948 -4.452 2.431

These are the Mulliken partial charges, in e, on atoms 1 to 4: C -1.43; C 0.25; O -0.42; C -0.64

ORCA calculation (wB97M-V/def2-TZVPD) on a structure of composition C23H39BFeN5OSSeSi2 at a distorted geometry.

Results
* E_LUMO (spin up / spin down): -1.15 / -0.89 eV
* gap between HOMO and LUMO (spin up / spin down): 5.569 / 6.024 eV
* E_tot: -160984.07111 eV
* spin multiplicity: 2

Geometry (Å):
Fe: 0.941 -0.815 -0.679
C: 4.070 0.676 -0.005
Si: 2.753 1.974 0.193
C: 2.925 2.682 1.928
C: 3.000 3.385 -1.006
N: 1.225 1.206 -0.184
C: 0.038 1.793 -0.115
C: -0.254 2.993 0.605
C: -1.508 3.527 0.610
C: -2.551 2.911 -0.129
C: -2.307 1.777 -0.846
C: -1.014 1.168 -0.860
N: -0.680 0.067 -1.531
Si: -1.505 -0.568 -2.954
C: -2.402 0.806 -3.882
C: -2.711 -1.909 -2.481
C: -0.235 -1.235 -4.155
H: 5.042 1.046 0.334
H: 4.168 0.361 -1.048
H: 3.809 -0.199 0.589
H: 2.670 3.745 1.949
H: 3.957 2.586 2.272
H: 2.283 2.169 2.650
H: 3.891 3.966 -0.756
H: 2.138 4.057 -0.969
H: 3.097 3.031 -2.035
H: 0.543 3.472 1.160
H: -1.710 4.424 1.181
H: -3.543 3.344 -0.120
H: -3.104 1.304 -1.408
H: -3.483 0.777 -3.730
H: -2.213 0.704 -4.952
H: -2.052 1.795 -3.576
H: -2.181 -2.731 -1.997
H: -3.209 -2.309 -3.369
H: -3.483 -1.545 -1.797
H: 0.675 -0.629 -4.133
H: -0.636 -1.206 -5.171
H: 0.039 -2.264 -3.932
B: 0.572 -5.250 -1.964
C: 0.487 -3.702 -1.688
N: 0.422 -2.557 -1.538
H: 1.329 -5.390 -2.909
H: -0.544 -5.635 -2.235
H: 1.011 -5.772 -0.961
C: -2.980 -0.682 1.191
N: -2.293 -0.188 2.372
C: -0.976 -0.321 2.621
Se: 0.286 -1.301 1.704
N: -0.731 0.295 3.797
C: -1.903 0.816 4.330
C: -2.180 1.484 5.512
C: -3.501 1.835 5.738
C: -4.505 1.528 4.814
C: -4.222 0.862 3.632
C: -2.900 0.513 3.409
H: -3.875 -1.224 1.494
H: -2.309 -1.349 0.654
H: -3.252 0.147 0.546
H: 0.189 0.313 4.202
H: -1.397 1.719 6.221
H: -3.762 2.357 6.648
H: -5.525 1.813 5.030
H: -5.001 0.625 2.920
C: 5.019 -2.890 -0.124
S: 3.316 -3.141 -0.605
C: 3.521 -2.741 -2.355
O: 2.599 -1.964 0.038
H: 5.289 -1.856 -0.331
H: 5.642 -3.589 -0.681
H: 5.089 -3.094 0.942
H: 3.385 -3.655 -2.932
H: 4.496 -2.297 -2.543
H: 2.722 -2.046 -2.600

These are the Mulliken partial charges, in e, on atoms 1 to 4: Fe -0.48; C -1.01; Si -0.31; C -1.15